ORCA calculation (the ωB97M-V functional and the def2-TZVPD basis) on the molecule C15H14N4S.

Element x y z (Å)
C (0.29495, 2.88338, 2.91889)
C (-0.45799, 2.06503, 1.91710)
C (-1.32921, 1.06346, 2.32884)
C (-1.96316, 0.24934, 1.41103)
C (-1.73026, 0.41836, 0.04957)
N (-2.30719, -0.47791, -0.86265)
C (-1.78071, -0.98230, -2.00655)
S (-2.78150, -1.66908, -3.13155)
N (-0.44407, -0.93286, -2.24557)
C (0.59995, -0.72798, -1.33691)
C (1.71460, 0.02122, -1.76883)
C (2.73024, 0.35841, -0.91266)
C (2.63723, -0.05652, 0.41818)
C (3.39773, 0.11387, 1.60344)
N (2.83788, -0.50600, 2.60968)
N (1.72857, -1.10041, 2.14616)
C (1.54278, -0.85955, 0.82507)
C (0.52874, -1.22864, -0.04953)
C (-0.92128, 1.46826, -0.37455)
C (-0.28686, 2.26967, 0.55334)
H (-0.28866, 3.02478, 3.82552)
H (1.21902, 2.37039, 3.18973)
H (0.55690, 3.85590, 2.50981)
H (-1.50175, 0.90924, 3.38423)
H (-2.62480, -0.53731, 1.74474)
H (-3.26899, -0.74647, -0.70303)
H (-0.19315, -1.12989, -3.20520)
H (1.74006, 0.35012, -2.79741)
H (3.57169, 0.94402, -1.24894)
H (4.30861, 0.66138, 1.74017)
H (1.14268, -1.62676, 2.77234)
H (-0.28942, -1.85474, 0.26734)
H (-0.78550, 1.64814, -1.42981)
H (0.35662, 3.06648, 0.21075)

SMILES: Cc1ccc(NC(=S)Nc2ccc3cn[nH]c3c2)cc1
LUMO energy, Eh: 0.0123
Kohn-Sham gap, Eh: 0.303
ΔE to the lowest compared entry with this formula, charge and spin, eV: 0.000
M, g/mol: 282.37
HOMO energy, eV: -7.90
Electronic energy, a.u.: -1197.2321
Spin multiplicity: 1



ORCA calculation (the ωB97M-V functional and the def2-TZVPD basis) on a structure of composition C15H14N7O6PtS in a non-equilibrium geometry.

Element x y z (Å)
Pt (-0.44965, -0.13104, 0.43651)
O (1.91280, 3.37147, -0.43805)
C (1.34560, 2.22565, -0.15877)
O (0.13502, 2.07115, -0.08596)
C (2.32767, 1.11425, 0.06244)
C (3.69787, 1.29271, 0.00998)
C (4.50140, 0.18131, 0.22488)
C (3.91549, -1.04299, 0.50241)
C (2.53346, -1.12412, 0.55892)
N (1.76975, -0.06511, 0.32876)
C (1.73164, -2.35219, 0.91243)
O (2.33824, -3.42292, 1.36947)
O (0.52748, -2.34936, 0.77141)
H (1.24076, 4.06274, -0.56675)
H (4.12059, 2.26412, -0.19927)
H (5.57806, 0.27178, 0.18061)
H (4.54325, -1.90849, 0.66699)
H (3.27980, -3.29035, 1.54117)
S (-3.49435, 0.64178, -0.40044)
C (-2.37725, 0.20424, 0.64996)
C (-3.64351, 0.11604, 4.48630)
N (-2.20518, 0.00663, 4.16171)
C (-1.25409, -0.16439, 5.15409)
C (0.03765, -0.30233, 4.84697)
C (0.49000, -0.26410, 3.46995)
O (1.64395, -0.39671, 3.13332)
N (-0.53009, -0.05873, 2.49552)
C (-1.78779, 0.03375, 2.90010)
O (-2.75646, 0.16344, 2.00338)
H (-3.73774, 0.04343, 5.56453)
H (-4.19227, -0.69384, 4.01388)
H (-4.02738, 1.07356, 4.14560)
H (-1.63763, -0.18111, 6.16345)
H (0.78733, -0.44658, 5.60919)
N (-2.70537, -0.59765, -5.65135)
C (-2.48665, -0.23125, -4.39361)
N (-3.11981, 0.83632, -3.89649)
N (-1.64056, -0.97323, -3.68882)
C (-1.20714, -0.72397, -2.52194)
N (-0.68616, -0.62436, -1.48558)
H (-3.34452, -0.10982, -6.25417)
H (-2.21793, -1.40274, -6.00775)
H (-3.76360, 1.37645, -4.44877)
H (-3.01842, 1.06399, -2.92137)

LUMO energy (alpha / beta), Eh: -0.2377 / -0.2825
Kohn-Sham gap (alpha / beta), Eh: 0.305 / 0.262
ΔE to the lowest compared entry with this formula, charge and spin, eV: 0.401
M, g/mol: 615.47
HOMO energy (alpha / beta), eV: -14.76 / -14.81
Electronic energy, a.u.: -1931.8023
Total charge: +2
Spin multiplicity: 2



ORCA calculation (the ωB97M-V functional and the def2-TZVPD basis) on a structure of composition C15H15BCl2N4O2OsS2 in a non-equilibrium geometry.

Element x y z (Å)
Os (10.07660, 5.83511, 9.53765)
C (14.40586, 8.45761, 7.92665)
N (13.37442, 7.70369, 7.22606)
C (13.18739, 7.77127, 5.85280)
C (12.14619, 6.92817, 5.54993)
N (11.70393, 6.36297, 6.73499)
B (10.62140, 5.26699, 6.86904)
N (9.16900, 5.57252, 6.47872)
C (8.74728, 5.82373, 5.14993)
C (7.38561, 5.74569, 5.17126)
N (6.94975, 5.40041, 6.46400)
C (5.52910, 5.12482, 6.81160)
C (8.03945, 5.34966, 7.23969)
S (7.93093, 5.01392, 8.98256)
C (12.49288, 6.84330, 7.70152)
S (12.34105, 6.45724, 9.40166)
H (14.50014, 9.41091, 7.46907)
H (15.32350, 7.87201, 7.88264)
H (14.08785, 8.52572, 8.97650)
H (13.84043, 8.39710, 5.25110)
H (11.73832, 6.73877, 4.52526)
H (10.55641, 4.79406, 8.06132)
H (11.03916, 4.23870, 6.49118)
H (9.43750, 6.10874, 4.39972)
H (6.67257, 5.86785, 4.34942)
H (4.89531, 5.94583, 6.50263)
H (5.52710, 4.93005, 7.86250)
H (5.18502, 4.21897, 6.28254)
Cl (8.16413, 8.89819, 15.96993)
C (8.61990, 8.01717, 14.57320)
C (8.90504, 6.66850, 14.71214)
C (9.37246, 5.87415, 13.70733)
Cl (9.75144, 4.20083, 14.03442)
C (9.47912, 6.38981, 12.42140)
O (9.91806, 5.64270, 11.41391)
C (9.09396, 7.76936, 12.27680)
C (9.06096, 8.43554, 10.98585)
O (9.40193, 7.92990, 9.91079)
C (8.61973, 8.54153, 13.31950)
H (9.04064, 6.29603, 15.69237)
H (8.71872, 9.46816, 10.96423)
H (8.43727, 9.60289, 13.12235)

LUMO energy (alpha / beta), Eh: -0.2582 / -0.3283
Kohn-Sham gap (alpha / beta), Eh: 0.276 / 0.208
ΔE to the lowest compared entry with this formula, charge and spin, eV: 0.306
M, g/mol: 619.39
HOMO energy (alpha / beta), eV: -14.54 / -14.60
Electronic energy, a.u.: -2781.8334
Total charge: +2
Spin multiplicity: 5



ORCA calculation (the ωB97M-V functional and the def2-TZVPD basis) on a structure of composition C15H15BF4I3OsSi.

Element x y z (Å)
Os (1.51539, 0.36542, -0.12745)
I (3.86996, 0.51277, 1.22428)
C (2.94753, -0.42936, 2.83391)
C (3.71922, -0.73395, 3.91958)
C (3.10570, -1.30884, 5.04604)
C (1.75806, -1.53076, 5.03548)
C (0.96914, -1.20764, 3.90777)
C (-0.43059, -1.42935, 3.93576)
C (-1.21014, -1.12533, 2.85695)
C (-0.62952, -0.60656, 1.69486)
C (0.74168, -0.34565, 1.58531)
C (1.56172, -0.64944, 2.74647)
H (4.78187, -0.53153, 3.92522)
H (3.70404, -1.55832, 5.91116)
H (1.26768, -1.95993, 5.90025)
H (-0.86954, -1.84720, 4.83331)
H (-2.27794, -1.29513, 2.88533)
H (-1.27183, -0.41505, 0.85015)
F (2.64239, 1.04158, -1.85262)
B (2.80833, 2.52458, -1.55921)
F (4.04721, 2.66030, -0.99924)
F (2.53100, 3.23826, -2.65319)
F (1.78989, 2.65772, -0.52567)
C (-2.27662, -0.44838, -4.53446)
Si (-2.59165, 0.54833, -3.00751)
C (-4.00115, -0.11909, -2.00881)
C (-2.73610, 2.35963, -3.34353)
C (-1.07506, 0.37196, -1.89788)
C (-0.10299, 0.30072, -1.12453)
H (-3.12803, -0.33443, -5.21006)
H (-2.17369, -1.51087, -4.30580)
H (-1.38138, -0.10914, -5.05925)
H (-4.92052, -0.05222, -2.59595)
H (-4.14620, 0.45949, -1.09434)
H (-3.85072, -1.16615, -1.73921)
H (-3.59416, 2.54168, -3.99500)
H (-1.84469, 2.74911, -3.83812)
H (-2.88609, 2.91907, -2.41859)
I (2.46590, -2.32001, -1.44801)
I (1.17187, -2.21626, -3.75338)

LUMO energy (alpha / beta), Eh: -0.1785 / -0.2243
Kohn-Sham gap (alpha / beta), Eh: 0.256 / 0.227
M, g/mol: 881.12
HOMO energy (alpha / beta), eV: -11.81 / -12.28
Electronic energy, a.u.: -2278.0382
Total charge: +1
Spin multiplicity: 5



ORCA calculation (the ωB97M-V functional and the def2-TZVPD basis) on a structure of composition C15H15BN2OS in a non-equilibrium geometry.

Element x y z (Å)
C (-1.05871, 2.48233, 2.89169)
B (-1.06665, 0.99969, 3.55214)
O (-1.22120, 0.78967, 4.95692)
C (-0.84586, -0.22828, 2.51864)
C (0.42049, -0.21727, 1.78130)
C (0.77052, -1.31765, 0.77502)
C (2.15251, -1.13282, 0.04378)
C (1.85318, -0.46204, -1.36149)
C (2.84904, -0.53459, -2.45907)
C (2.54804, 0.06530, -3.78056)
C (1.28008, 0.73961, -4.07245)
C (0.29597, 0.85019, -2.98492)
C (-1.10269, 1.55752, -3.18543)
C (0.59384, 0.25830, -1.65700)
C (-0.14455, -2.40500, 0.51671)
C (-1.43984, -2.39951, 1.26629)
N (-2.43413, -3.35510, 1.10296)
S (-3.66631, -2.85510, 2.11611)
N (-3.09176, -1.45277, 2.85489)
C (-1.83788, -1.32199, 2.26395)
H (-2.06914, 2.76505, 2.46814)
H (-0.36986, 2.42657, 1.99394)
H (-0.65352, 3.26509, 3.58984)
H (-2.13574, 1.08963, 5.13363)
H (1.15836, 0.61456, 1.94858)
H (2.59243, -2.16023, -0.13771)
H (2.88279, -0.53257, 0.65326)
H (3.83097, -1.04869, -2.26841)
H (3.30816, -0.01621, -4.60492)
H (1.00411, 1.17982, -5.06586)
H (-1.68395, 1.60272, -2.21875)
H (-1.71840, 0.95448, -3.91562)
H (-0.93617, 2.58718, -3.60844)
H (-0.21017, 0.39743, -0.88502)
H (0.14604, -3.18533, -0.22215)

LUMO energy, Eh: -0.0328
Kohn-Sham gap, Eh: 0.286
ΔE to the lowest compared entry with this formula, charge and spin, eV: 3.669
M, g/mol: 282.18
HOMO energy, eV: -8.68
Electronic energy, a.u.: -1188.3254
Spin multiplicity: 1



ORCA calculation (the ωB97M-V functional and the def2-TZVPD basis) on a cluster of 2 separate species, C15H15BrClFN2O4 in total.

Element x y z (Å)
H (3.76445, -1.88480, -0.01081)
N (3.54062, -0.89420, -0.07631)
C (3.62565, -0.48622, -1.26715)
C (3.36959, 0.96699, -1.57542)
C (2.05611, 1.50373, -1.05851)
C (0.89218, 0.75187, -0.96429)
F (0.91075, -0.51805, -1.38894)
C (-0.34204, 1.22989, -0.50067)
C (-1.48884, 0.24459, -0.48359)
C (-2.65930, 0.64895, 0.36934)
O (-2.92088, 0.20223, 1.43257)
Cl (-3.73318, 1.85559, -0.38424)
C (-0.43146, 2.55225, -0.09207)
C (0.71003, 3.32615, -0.17787)
C (1.90852, 2.82659, -0.65782)
C (2.90683, 3.92641, -0.64595)
O (4.04469, 3.91649, -1.01142)
N (2.22824, 5.09621, -0.15194)
Br (3.18141, 5.95692, 1.20944)
C (0.88155, 4.74801, 0.19004)
O (0.07026, 5.49935, 0.64302)
H (3.92223, -1.13078, -2.09801)
H (4.16246, 1.53108, -1.08285)
H (3.44414, 1.18883, -2.64064)
H (-1.85344, 0.10890, -1.50522)
H (-1.14402, -0.72415, -0.12067)
H (-1.35254, 2.98162, 0.27431)
C (-2.21604, -4.82642, 1.91755)
C (-2.16113, -3.40529, 1.38161)
C (-3.40409, -3.04372, 0.58812)
O (-0.99417, -3.21405, 0.57493)
H (-2.28341, -5.54091, 1.09208)
H (-1.31400, -5.05618, 2.48445)
H (-3.08129, -4.97062, 2.56544)
H (-2.04929, -2.70632, 2.21137)
H (-3.50897, -3.69817, -0.28249)
H (-3.31766, -2.02194, 0.22612)
H (-4.30967, -3.12270, 1.18992)
H (-1.05428, -3.81811, -0.17337)

SMILES: [H]/N=C/Cc1c(F)c(CC(=O)Cl)cc2c1C(=O)N(Br)C2=O.CC(C)O
LUMO energy, Eh: -0.0246
Kohn-Sham gap, Eh: 0.340
M, g/mol: 421.65
HOMO energy, eV: -9.92
Electronic energy, a.u.: -4125.1261
Spin multiplicity: 1